Record 1
C19H23N3O5S in the gas phase. Source: the OMol25 dataset; level of theory: ωB97M-V/def2-TZVPD.

Each line ends with the natural charge from an NBO analysis.
Cartesian coordinates (Å):
C: -1.385 -4.081 -1.282  -0.63
C: -1.148 -2.580 -1.361  -0.08
O: 0.248 -2.278 -1.321  -0.50
C: 0.885 -2.080 -2.471  0.81
O: 0.400 -2.207 -3.565  -0.61
C: 2.293 -1.584 -2.192  -0.32
C: 3.259 -1.826 -3.348  -0.40
C: 4.602 -1.166 -3.040  -0.40
C: 4.417 0.317 -2.718  -0.22
N: 3.472 0.479 -1.628  -0.44
C: 3.921 0.848 -0.408  0.69
O: 5.073 1.188 -0.215  -0.63
C: 2.900 0.856 0.726  -0.49
C: 1.890 2.015 0.593  -0.46
C: 0.511 1.569 0.895  0.48
N: -0.096 0.531 0.412  -0.32
N: -1.326 0.495 0.945  -0.28
C: -1.425 1.521 1.739  0.43
C: -2.555 1.896 2.525  -0.27
C: -2.668 2.981 3.364  -0.22
C: -3.920 3.047 3.979  -0.17
C: -4.759 2.019 3.611  -0.33
C: -6.133 1.827 4.092  0.55
C: -6.852 0.624 3.544  -0.72
O: -6.631 2.601 4.878  -0.52
S: -3.992 0.947 2.485  0.52
O: -0.280 2.250 1.752  -0.40
C: 2.174 -0.067 -1.937  -0.22
H: -2.452 -4.281 -1.260  0.22
H: -0.929 -4.487 -0.382  0.21
H: -0.952 -4.574 -2.150  0.22
H: -1.568 -2.177 -2.288  0.20
H: -1.574 -2.060 -0.501  0.20
H: 2.654 -2.063 -1.278  0.22
H: 3.392 -2.897 -3.508  0.22
H: 2.829 -1.405 -4.259  0.22
H: 5.276 -1.270 -3.891  0.22
H: 5.062 -1.657 -2.180  0.20
H: 5.361 0.767 -2.409  0.25
H: 4.032 0.848 -3.596  0.19
H: 3.465 0.966 1.652  0.24
H: 2.375 -0.099 0.757  0.24
H: 2.147 2.835 1.264  0.24
H: 1.908 2.406 -0.429  0.24
H: -1.872 3.688 3.518  0.24
H: -4.224 3.811 4.671  0.25
H: -6.908 0.690 2.459  0.24
H: -7.855 0.574 3.960  0.24
H: -6.304 -0.281 3.798  0.24
H: 1.450 0.115 -1.146  0.25
H: 1.813 0.411 -2.856  0.20

E_tot	-45619.833	eV
SMILES	CCOC(=O)[C@H]1CCCN(C(=O)CCc2nnc(-c3ccc(C(C)=O)s3)o2)C1
relative energy (zero: lowest compared OMol25 entry of this formula, charge and spin)	86.01	kJ/mol
HOMO level	-9.0	eV
max |F|	0.032	Eh/bohr

---

Record 2
A 8-piece molecular cluster, C10H31N5O15S overall. Source: the OMol25 dataset; level of theory: ωB97M-V/def2-TZVPD.

Each line ends with the natural charge from an NBO analysis.
Cartesian coordinates (Å):
C: -4.464 2.009 2.774  -0.63
C: -3.238 1.271 2.289  -0.08
O: -2.891 0.289 3.292  -0.72
S: -1.515 -0.458 3.075  2.42
C: -1.919 -1.649 1.816  -0.90
O: -0.582 0.482 2.552  -0.98
O: -1.254 -1.129 4.288  -0.92
H: -5.332 1.348 2.805  0.21
H: -4.675 2.859 2.131  0.24
H: -4.292 2.371 3.788  0.22
H: -3.398 0.793 1.316  0.17
H: -2.406 1.960 2.156  0.21
H: -1.620 -2.612 2.216  0.27
H: -1.390 -1.393 0.905  0.25
H: -2.995 -1.609 1.676  0.24
C: -1.161 -4.854 -2.512  -0.49
N: -0.095 -4.194 -1.709  0.54
O: 0.831 -4.892 -1.344  -0.37
O: -0.208 -3.002 -1.505  -0.39
H: -0.650 -5.358 -3.327  0.23
H: -1.867 -4.102 -2.841  0.24
H: -1.636 -5.605 -1.888  0.24
C: 3.611 -2.180 2.768  -0.48
N: 2.286 -1.524 2.660  0.55
O: 2.267 -0.318 2.626  -0.36
O: 1.309 -2.251 2.622  -0.40
H: 3.524 -3.152 2.294  0.23
H: 3.828 -2.308 3.825  0.23
H: 4.335 -1.556 2.262  0.24
C: 3.186 3.040 -1.467  -0.50
N: 2.129 3.615 -2.344  0.54
O: 1.900 3.061 -3.400  -0.38
O: 1.543 4.597 -1.936  -0.40
H: 3.557 2.142 -1.951  0.23
H: 2.731 2.759 -0.520  0.27
H: 3.975 3.773 -1.346  0.23
C: -0.560 4.479 0.745  -0.50
N: -1.958 4.695 0.276  0.54
O: -2.202 5.720 -0.328  -0.37
O: -2.771 3.838 0.546  -0.40
H: 0.115 4.742 -0.064  0.25
H: -0.431 3.423 0.961  0.24
H: -0.435 5.102 1.624  0.23
C: 3.137 -2.035 -2.496  -0.49
N: 3.426 -1.395 -1.182  0.54
O: 4.128 -0.403 -1.182  -0.38
O: 2.956 -1.908 -0.193  -0.38
H: 2.099 -1.832 -2.750  0.24
H: 3.217 -3.107 -2.331  0.24
H: 3.841 -1.682 -3.236  0.23
C: 0.668 0.259 -0.292  -0.24
O: 1.171 1.332 0.447  -0.75
H: 1.171 0.228 -1.265  0.16
H: 0.771 -0.733 0.158  0.18
H: -0.401 0.363 -0.536  0.15
H: 0.849 1.237 1.353  0.51
C: -2.083 -0.452 -2.836  -0.25
O: -2.456 -1.606 -3.600  -0.73
H: -3.010 0.018 -2.520  0.19
H: -1.505 -0.776 -1.972  0.17
H: -1.514 0.266 -3.431  0.17
H: -1.647 -1.998 -3.940  0.46

E_tot	-59855.977	eV
SMILES	CCOS(C)(=O)=O.C[N+](=O)[O-].C[N+](=O)[O-].C[N+](=O)[O-].C[N+](=O)[O-].C[N+](=O)[O-].CO.CO
relative energy (zero: lowest compared OMol25 entry of this formula, charge and spin)	0.00	kJ/mol
HOMO level	-10.1	eV
max |F|	0.022	Eh/bohr

---

Record 3
C11H16N2O3 in the gas phase. Source: the OMol25 dataset; level of theory: ωB97M-V/def2-TZVPD.

Each line ends with the natural charge from an NBO analysis.
Cartesian coordinates (Å):
C: -1.643 -1.953 -1.373  -0.60
C: -1.481 -1.235 -0.035  -0.05
C: -1.950 -2.131 1.116  -0.62
N: -2.212 0.025 -0.097  -0.66
C: -1.810 1.062 0.835  -0.23
C: -0.828 2.020 0.101  0.06
O: -1.354 2.326 -1.160  -0.72
C: 0.560 1.423 0.029  0.00
C: 1.318 1.297 1.193  -0.22
C: 2.585 0.754 1.151  -0.19
C: 3.103 0.332 -0.070  0.06
N: 4.428 -0.223 -0.122  0.52
O: 4.844 -0.590 -1.200  -0.38
O: 5.051 -0.293 0.918  -0.38
C: 2.363 0.455 -1.240  -0.19
C: 1.097 1.002 -1.184  -0.22
H: -1.287 -1.326 -2.184  0.21
H: -2.691 -2.187 -1.551  0.20
H: -1.076 -2.880 -1.376  0.21
H: -0.424 -0.990 0.109  0.20
H: -1.869 -1.612 2.067  0.21
H: -1.346 -3.032 1.165  0.22
H: -2.990 -2.419 0.966  0.20
H: -3.206 -0.160 -0.039  0.37
H: -1.339 0.670 1.744  0.18
H: -2.688 1.643 1.122  0.21
H: -0.766 2.961 0.661  0.19
H: -1.800 1.515 -1.459  0.49
H: 0.912 1.641 2.133  0.22
H: 3.185 0.655 2.041  0.25
H: 2.794 0.125 -2.173  0.25
H: 0.518 1.122 -2.086  0.24

E_tot	-20786.745	eV
SMILES	CC(C)NC[C@H](O)c1ccc([N+](=O)[O-])cc1
relative energy (zero: lowest compared OMol25 entry of this formula, charge and spin)	288.06	kJ/mol
HOMO level	-9.5	eV
max |F|	0.027	Eh/bohr